2 unconnected molecules or ions with the total composition CHIOS2. Source: the OMol25 dataset; level of theory: the ωB97M-V functional and the def2-TZVPD basis.

Bonds (Å) are listed after each position.
Geometry (Å):
1 S -0.8722 1.0422 0.1510  S4 1.969, I5 2.554
2 C 2.7537 -1.0607 1.1311  O3 1.130
3 O 2.5548 0.0179 0.8575  C2 1.130
4 S -0.6905 0.3259 -1.6736  S1 1.969, H6 1.300
5 I -1.8175 -0.8930 1.5234  S1 2.554
6 H -1.9283 0.5678 -1.9893  S4 1.300

As for the orbital gap: 7.82 eV. The value obtained for the calculated total energy is -32871.460 eV. The largest force on an atom comes out at 1.9 eV/Å. Its spin multiplicity is 1. For the LUMO energy, the calculation gives -1.423 eV. Its energy above the lowest of the compared OMol25 structures with the same formula, charge and spin is 18.2 kJ/mol. The value obtained for the highest occupied orbital energy is -9.24 eV.